[1]
The following is a quantum chemistry calculation of an isolated molecule of C3H3NS, from the Open Molecules 2025 dataset.

Cartesian coordinates (Å):
C -0.635 -0.194 0.038
C 0.676 -0.537 -0.117
C 1.854 -1.012 0.099
H -1.832 1.420 0.386
H -0.207 1.750 -0.307
H 2.890 -1.129 -0.075
N -0.969 1.023 -0.008
S -1.777 -1.321 -0.015

Force components x, y, z for each atom (eV/Å):
C -1.6 -2.9 -0.8
C 9.3 -3.4 1.6
C -6.4 3.1 -1.9
H 0.5 -0.8 -0.7
H -2.1 -1.8 1.2
H 0.4 -0.3 0.3
N 1.3 8.5 -0.3
S -1.5 -2.2 0.6

Its spin multiplicity is 1. For the LUMO energy, the calculation gives -0.35 eV. For the HOMO-LUMO gap, the calculation gives 7.99 eV.

Here are the Mulliken charges for atoms 1 to 6, given in e: number 1, C, carries 0.52; number 2, C, carries -0.37; number 3, C, carries -0.29; number 4, H, carries 0.25; number 5, H, carries 0.26; number 6, H, carries 0.38

=====

[2]
The following is a quantum chemistry calculation of a 10-piece molecular cluster, C42H71BF2IN9O22 overall, from the Open Molecules 2025 dataset.

Cartesian coordinates (Å):
C 3.868 -6.176 2.229
C 5.049 -5.292 1.749
C 4.623 -4.638 0.398
C 5.887 -4.232 -0.385
C 5.494 -3.280 -1.541
C 5.238 -1.864 -0.987
C 4.242 -1.045 -1.838
C 4.773 0.379 -2.157
C 3.635 1.283 -2.651
C 2.702 1.738 -1.499
C 1.372 0.935 -1.451
C 1.157 0.090 -0.196
C 2.084 -0.100 0.786
C 1.871 -0.879 1.899
C 3.020 -1.023 2.876
C 2.943 -0.205 4.216
C 3.247 -1.125 5.407
I 1.162 0.959 4.503
C 0.648 -1.507 2.040
C 0.439 -2.358 3.280
C 0.600 -3.869 3.046
F -0.796 -2.053 3.855
C -0.323 -1.333 1.067
C -0.069 -0.541 -0.040
C -1.158 -0.434 -1.054
O -0.972 -0.319 -2.260
C -2.571 -0.512 -0.559
C -3.611 0.152 -1.170
C -3.392 1.060 -2.369
B -3.507 0.233 -3.713
O -4.556 -0.610 -3.946
O -2.523 0.317 -4.713
C -4.895 0.010 -0.703
C -5.165 -0.796 0.370
C -4.140 -1.464 1.012
C -4.547 -2.348 2.182
C -4.703 -3.808 1.772
F -3.741 -2.189 3.302
C -2.857 -1.312 0.542
C -1.672 -2.027 1.157
O -1.792 -3.129 1.663
H 3.861 -7.071 1.602
H 3.974 -6.407 3.290
H 2.939 -5.634 2.031
H 5.237 -4.465 2.438
H 5.941 -5.891 1.552
H 4.037 -5.329 -0.217
H 4.008 -3.773 0.667
H 6.511 -3.648 0.307
H 6.444 -5.111 -0.721
H 4.617 -3.701 -2.048
H 6.301 -3.228 -2.283
H 6.216 -1.384 -0.914
H 4.831 -1.941 0.028
H 3.294 -0.916 -1.312
H 4.123 -1.564 -2.794
H 5.487 0.237 -2.982
H 5.353 0.803 -1.331
H 3.097 0.764 -3.447
H 4.102 2.199 -3.034
H 2.420 2.768 -1.744
H 3.229 1.793 -0.546
H 0.549 1.653 -1.491
H 1.343 0.270 -2.313
H 3.068 0.350 0.704
H 3.910 -0.663 2.348
H 3.231 -2.072 3.108
H 3.767 0.508 4.197
H 4.273 -1.499 5.302
H 3.183 -0.592 6.358
H 2.594 -2.000 5.443
H 1.167 -2.075 4.040
H 1.648 -4.133 3.226
H 0.000 -4.372 3.809
H 0.274 -4.129 2.044
H -4.207 1.800 -2.395
H -2.460 1.622 -2.316
H -4.310 -1.191 -4.677
H -1.818 -0.316 -4.524
H -5.713 0.517 -1.200
H -6.198 -0.896 0.692
H -5.552 -2.017 2.480
H -5.583 -3.918 1.132
H -4.897 -4.433 2.648
H -3.850 -4.174 1.203
C -5.742 0.693 3.729
N -7.214 0.668 3.529
O -7.806 1.726 3.543
O -7.726 -0.421 3.360
H -5.425 1.720 3.865
H -5.519 0.102 4.611
H -5.287 0.261 2.842
C -0.423 0.285 -7.262
N -0.533 -0.978 -8.040
O -0.073 -1.987 -7.546
O -1.080 -0.911 -9.121
H 0.083 0.073 -6.327
H 0.147 0.990 -7.859
H -1.431 0.647 -7.082
C -8.236 5.019 1.525
N -6.909 4.690 0.935
O -6.884 3.924 -0.006
O -5.940 5.216 1.440
H -9.001 4.481 0.977
H -8.215 4.709 2.566
H -8.377 6.092 1.437
C 3.227 4.953 -5.068
N 2.605 3.619 -5.279
O 1.794 3.242 -4.458
O 2.951 2.998 -6.261
H 2.821 5.381 -4.158
H 4.300 4.806 -4.982
H 2.984 5.569 -5.929
C -0.028 8.214 -5.275
N 1.317 7.893 -5.828
O 1.374 7.112 -6.758
O 2.268 8.435 -5.309
H -0.771 7.657 -5.835
H -0.029 7.921 -4.231
H -0.180 9.281 -5.381
C -5.984 -8.209 1.756
N -6.416 -6.812 2.029
O -6.442 -6.446 3.185
O -6.712 -6.134 1.068
H -5.753 -8.689 2.700
H -6.805 -8.712 1.254
H -5.106 -8.160 1.119
C -4.237 -0.715 7.455
N -4.662 0.670 7.805
O -4.650 0.986 8.973
O -4.991 1.390 6.883
H -3.974 -1.236 8.369
H -5.074 -1.198 6.959
H -3.381 -0.638 6.790
C -0.387 9.380 -1.192
N 0.192 10.192 -2.298
O 1.283 10.684 -2.124
O -0.481 10.305 -3.305
H 0.317 9.369 -0.368
H -1.323 9.847 -0.899
H -0.555 8.377 -1.574
C 9.858 -0.269 0.826
N 8.425 -0.225 0.426
O 8.145 0.356 -0.601
O 7.634 -0.778 1.161
H 10.440 0.261 0.081
H 9.939 0.209 1.798
H 10.150 -1.314 0.879

Force components x, y, z for each atom (eV/Å):
C 0.9 0.6 -0.2
C -1.5 -0.1 -1.1
C 1.3 -0.5 0.5
C -0.9 1.1 0.0
C 0.4 -0.3 0.5
C -0.5 -0.4 -0.4
C 1.1 0.8 0.2
C -0.2 -0.9 -0.9
C 1.1 0.4 1.2
C -0.7 0.1 -1.1
C 1.1 0.3 1.1
C -0.6 0.5 -1.4
C 1.2 0.4 0.1
C 0.3 -0.3 0.2
C -0.1 0.5 0.0
C 0.8 -0.9 0.0
C -0.1 0.1 0.1
I 0.2 0.0 0.1
C 0.0 -0.7 1.1
C 0.0 -0.3 0.0
C 0.0 0.6 0.3
F 0.0 -0.1 0.0
C -0.9 -0.4 0.2
C -0.6 -0.1 -0.3
C -0.6 0.0 -0.8
O 0.2 -0.2 0.8
C 0.3 -0.2 0.5
C 0.4 1.3 -1.5
C -0.7 0.1 0.0
B 0.7 -0.1 -0.4
O 0.2 0.0 0.4
O -0.2 -0.3 0.1
C -0.7 0.0 -0.1
C -0.4 0.1 0.0
C -0.4 -0.6 1.1
C -0.9 -0.4 -0.5
C 0.0 -0.1 -0.1
F 0.1 0.1 -0.1
C 1.5 -0.4 0.4
C -0.2 -0.6 0.4
O 0.2 0.9 -0.6
H -0.1 -0.1 0.3
H -0.3 -0.3 -0.1
H 0.0 -0.1 0.3
H 0.3 -0.3 0.1
H 0.1 0.1 0.4
H -0.1 0.0 0.2
H -0.1 0.0 -0.4
H 0.2 -0.3 -0.1
H -0.1 0.0 0.0
H 0.0 0.2 0.0
H -0.2 0.0 0.0
H -0.2 0.2 0.0
H 0.2 0.0 0.0
H 0.0 -0.5 -0.2
H -0.5 0.1 0.1
H 0.1 0.2 0.2
H -0.3 0.1 0.1
H -0.1 0.3 0.0
H -0.1 -0.2 -0.4
H 0.0 -0.1 0.2
H 0.0 -0.1 -0.1
H -0.1 -0.3 -0.3
H -0.3 0.2 0.0
H -0.1 0.1 -0.1
H -0.1 -0.1 0.1
H -0.2 0.1 0.0
H -0.4 0.3 -0.1
H -0.1 0.1 0.0
H 0.0 -0.1 -0.1
H 0.0 0.2 0.1
H -0.1 0.2 -0.1
H -0.1 0.0 -0.2
H 0.0 -0.1 -0.2
H 0.1 -0.3 0.2
H 0.1 -0.1 0.2
H 0.0 -0.2 -0.1
H -0.3 0.1 -0.2
H 0.2 0.3 0.1
H 0.1 0.1 0.0
H 0.1 -0.1 0.2
H 0.2 0.1 0.1
H 0.0 0.2 0.1
H 0.2 0.1 0.0
H 0.1 0.0 0.3
C 0.2 0.2 0.0
N 0.2 0.0 0.0
O -0.1 0.0 -0.1
O 0.0 0.0 0.0
H -0.1 0.0 0.0
H 0.0 -0.1 -0.1
H 0.0 -0.1 0.1
C 0.1 0.1 0.2
N 0.1 0.1 0.1
O 0.0 0.0 0.0
O 0.0 0.0 0.0
H 0.0 0.0 0.0
H -0.1 0.0 0.0
H 0.0 0.0 -0.1
C -0.2 -0.1 0.0
N -0.1 0.0 0.0
O 0.1 0.0 0.0
O 0.0 0.0 0.0
H 0.1 0.0 0.0
H 0.1 0.1 0.0
H 0.1 0.0 0.1
C 0.0 0.2 0.1
N 0.0 0.1 0.1
O -0.1 -0.1 0.0
O 0.0 -0.1 0.0
H 0.0 -0.1 0.0
H 0.0 0.0 -0.1
H 0.1 -0.1 -0.1
C -0.2 -0.2 -0.3
N -0.2 0.0 0.0
O 0.1 0.0 0.0
O 0.1 -0.1 0.0
H 0.1 -0.1 0.0
H 0.1 0.1 0.0
H 0.1 0.0 0.1
C 0.1 -0.2 0.1
N 0.0 -0.1 0.0
O 0.0 0.0 0.0
O -0.1 -0.1 0.0
H 0.0 0.1 0.0
H 0.0 0.1 -0.1
H -0.1 0.0 -0.1
C 0.1 -0.1 0.1
N 0.1 -0.1 0.0
O 0.0 0.1 0.0
O 0.0 0.0 0.0
H 0.0 0.1 0.0
H 0.0 0.0 -0.1
H -0.1 0.0 -0.1
C 0.1 0.0 0.2
N 0.0 0.0 0.1
O 0.0 0.0 -0.1
O 0.0 0.1 0.2
H 0.0 0.0 -0.1
H 0.0 -0.1 -0.1
H -0.1 0.0 0.0
C 0.2 0.1 -0.1
N 0.1 0.0 0.0
O -0.1 0.0 0.0
O 0.0 0.0 0.1
H -0.1 0.0 0.0
H 0.0 -0.1 0.0
H -0.1 0.0 0.1

Its spin multiplicity is 1. For the LUMO energy, the calculation gives -0.58 eV. For the HOMO-LUMO gap, the calculation gives 8.52 eV.

Here are the Mulliken charges for atoms 1 to 6, given in e: number 1, C, carries -1.14; number 2, C, carries -0.42; number 3, C, carries 0.04; number 4, C, carries -0.86; number 5, C, carries -1.06; number 6, C, carries 0.63

=====

[3]
The following is a quantum chemistry calculation of an isolated ion of composition C5H13N2 and charge +2, from the Open Molecules 2025 dataset.

Cartesian coordinates (Å):
C 1.181 -1.409 2.564
C 0.201 -1.550 1.466
C 0.696 -1.400 0.079
C 0.453 0.123 -0.436
N -0.480 2.437 -1.841
C -1.291 1.507 -1.441
N -0.908 0.459 -0.715
H 2.137 -0.950 2.262
H 0.841 -0.810 3.414
H 1.539 -2.379 2.960
H -0.283 -2.590 1.556
H -0.683 -0.917 1.646
H 1.762 -1.589 -0.046
H 0.209 -1.913 -0.745
H 1.093 0.220 -1.288
H 0.988 0.733 0.313
H 0.519 2.274 -1.895
H -0.839 3.119 -2.504
H -2.344 1.569 -1.698
H -1.628 -0.045 -0.213

Force components x, y, z for each atom (eV/Å):
C 0.3 0.9 0.1
C 0.9 1.0 -0.2
C 0.2 0.2 -0.6
C 1.2 0.2 1.0
N 0.1 -0.3 -1.1
C -0.1 -0.5 0.4
N 0.0 0.1 0.2
H 0.1 -0.3 -0.4
H -0.5 -0.5 0.1
H 0.1 -0.3 0.2
H -0.3 -0.1 -0.1
H -0.6 -0.5 0.3
H 0.0 0.1 0.2
H -0.5 -0.6 0.1
H 0.0 -0.2 -1.0
H -0.7 0.0 0.3
H 0.1 0.3 0.3
H 0.1 0.1 0.1
H 0.0 0.2 0.3
H -0.2 0.0 -0.3

As for the expectation value of S²: 0.7536. Its spin multiplicity is 2. Its charge is +2. For the LUMO energy (spin up / spin down), the calculation gives -7.56 / -14.24 eV. For the HOMO-LUMO gap (spin up / spin down), the calculation gives 12.17 / 5.27 eV.

Here are the Mulliken charges for atoms 1 to 6, given in e: number 1, C, carries -1.08; number 2, C, carries 0.00; number 3, C, carries -1.00; number 4, C, carries -0.65; number 5, N, carries -0.26; number 6, C, carries 0.09

=====

[4]
The following is a quantum chemistry calculation of a 4-piece molecular cluster, C12H14Cl6F2IN4O4 overall, from the Open Molecules 2025 dataset.

Cartesian coordinates (Å):
O -3.668 2.370 -3.750
N -3.360 1.838 -4.714
O -3.403 0.370 -4.512
C -2.187 -0.112 -4.137
C -2.186 -0.920 -2.977
C -0.908 -1.355 -2.614
C 0.114 -0.912 -3.457
N 1.483 -1.280 -3.125
C 1.929 -0.437 -2.050
O 2.017 0.733 -2.231
F 2.277 -0.959 -0.889
C 1.600 -2.707 -2.866
O 2.003 -3.417 -3.721
F 1.271 -3.224 -1.683
N -0.016 -0.182 -4.540
I 1.598 0.397 -5.717
N -1.200 0.240 -4.907
H -3.076 -1.198 -2.396
H -0.744 -1.957 -1.725
Cl 0.958 1.138 2.311
C 2.626 1.431 1.750
C 3.651 1.045 2.788
Cl 3.610 2.121 4.205
H 2.709 2.481 1.478
H 2.769 0.833 0.852
H 4.651 1.118 2.362
H 3.502 0.025 3.135
Cl 6.431 -0.525 7.090
C 4.829 0.230 7.297
C 4.497 0.476 8.747
Cl 4.235 -1.040 9.645
H 4.091 -0.412 6.822
H 4.855 1.176 6.759
H 3.574 1.051 8.820
H 5.286 1.033 9.248
Cl -5.258 -1.138 -2.466
C -6.624 -0.284 -3.241
C -7.377 0.585 -2.265
Cl -8.259 -0.376 -1.057
H -7.271 -1.031 -3.695
H -6.203 0.330 -4.036
H -8.115 1.180 -2.801
H -6.710 1.263 -1.736

Force components x, y, z for each atom (eV/Å):
O 0.0 -0.2 -0.4
N 0.0 2.0 -0.1
O 0.5 -1.8 0.6
C -3.0 0.4 -0.1
C 2.1 -0.8 0.5
C -2.0 1.0 -1.0
C 2.3 -1.2 1.0
N -0.8 -0.9 2.8
C 0.6 2.3 -0.6
O -0.3 -0.4 0.1
F -0.2 -0.9 -0.7
C 1.1 -1.6 -1.7
O -0.3 0.4 0.3
F -0.2 1.2 0.0
N -0.1 0.0 0.2
I -0.2 0.0 0.0
N 0.6 0.1 -0.2
H 0.5 0.5 -0.6
H 0.2 0.1 -0.2
Cl 0.0 0.0 -0.1
C 0.1 0.0 -0.1
C 0.1 -0.1 0.0
Cl -0.1 0.0 0.0
H 0.0 0.0 0.1
H 0.0 0.0 0.1
H 0.0 0.1 0.0
H -0.1 0.0 0.0
Cl 0.0 0.0 0.0
C -0.1 0.1 0.0
C 0.0 0.1 0.0
Cl 0.0 0.0 0.0
H 0.0 -0.1 0.1
H 0.0 0.0 0.1
H 0.0 0.0 -0.1
H 0.0 -0.1 0.0
Cl -0.7 -0.2 0.2
C -0.2 0.2 -0.2
C 0.0 0.1 0.1
Cl 0.1 0.0 0.0
H 0.1 -0.1 0.1
H 0.1 0.0 0.0
H 0.0 -0.1 -0.1
H 0.0 -0.1 0.0

Its spin multiplicity is 1. Its charge is +1. For the LUMO energy, the calculation gives -5.66 eV. For the HOMO-LUMO gap, the calculation gives 6.14 eV.

Here are the Mulliken charges for atoms 1 to 6, given in e: number 1, O, carries -0.14; number 2, N, carries 0.19; number 3, O, carries -0.19; number 4, C, carries 0.66; number 5, C, carries -0.18; number 6, C, carries -0.31

=====

Number 1: energy -15481.679 eV, largest force on an atom 10.0 eV/Å. Number 2: energy -117351.699 eV, largest force on an atom 2.1 eV/Å. Number 3: energy -8355.166 eV, largest force on an atom 1.6 eV/Å. Number 4: energy -115479.493 eV, largest force on an atom 3.1 eV/Å.